18
Properties=species:S:1:pos:R:3:forces:R:3:nbo_charge:R:1 method="wB97M-V/def2-TZVPD" gap_ev=10.56 smiles="C=CCCCC" e_above_lowest_kcal_mol=38.8
C -2.299272 -1.633713 0.068446 1.33 0.18 -0.18 -0.40
C -1.363100 -0.860247 0.633766 -1.22 -0.55 -0.70 -0.17
C 0.110397 -1.015490 0.433880 0.18 1.06 -0.12 -0.46
C 0.883439 0.239184 1.005039 -0.55 -0.90 -1.04 -0.39
C 1.089779 1.496016 0.074976 0.67 -2.19 -0.89 -0.41
C 0.803052 1.154857 -1.394296 -1.15 1.61 -0.42 -0.62
H -1.942852 -2.324763 -0.691245 -0.27 -0.40 0.22 0.18
H -3.353013 -1.612106 0.274237 -0.21 0.35 -0.01 0.20
H -1.697815 -0.008922 1.206903 0.04 -0.01 0.61 0.19
H 0.494949 -1.943979 0.872420 -0.21 0.30 0.51 0.22
H 0.341936 -1.181203 -0.617613 -0.11 0.23 -0.19 0.22
H 0.330926 0.542794 1.898124 0.63 -0.17 0.24 0.20
H 1.848282 -0.222786 1.186278 0.33 0.61 0.74 0.20
H 2.173799 1.636156 0.064984 -0.17 0.83 0.53 0.20
H 0.525049 2.358707 0.392894 0.07 0.24 0.16 0.21
H 0.960301 2.015389 -2.069401 0.67 -0.17 0.38 0.21
H -0.268838 1.048378 -1.571042 -0.10 -0.79 0.20 0.21
H 1.362982 0.311729 -1.768349 0.07 -0.23 -0.05 0.20